C22H33N3O5 | ωB97M-V/def2-TZVPD

```
63
Properties=species:S:1:pos:R:3:mulliken_charge:R:1
C -5.72 -2.33 3.70 -1.30
C -5.46 -2.51 2.21 -0.33
C -6.01 -1.33 1.40 -0.25
H -7.09 -1.24 1.59 0.36
H -5.54 -0.41 1.74 0.27
C -5.77 -1.52 -0.10 -1.24
N -6.21 -0.39 -0.88 0.17
C -5.45 0.69 -1.21 0.74
O -5.91 1.62 -1.83 -0.70
C -4.00 0.64 -0.77 -0.24
H -3.50 -0.17 -1.31 0.34
C -3.29 1.96 -1.09 -0.93
C -1.77 1.84 -1.04 -0.43
H -1.44 1.05 -1.72 0.30
H -1.32 2.78 -1.36 0.31
C -1.25 1.51 0.36 -1.25
N 0.20 1.37 0.36 0.17
C 0.94 2.51 0.60 0.44
O 0.44 3.59 0.85 -0.67
N 2.30 2.35 0.56 -0.10
C 2.94 1.17 0.29 -0.73
C 4.34 1.09 0.26 -0.48
C 4.96 -0.11 -0.02 1.22
C 4.18 -1.28 -0.28 0.76
C 2.81 -1.18 -0.24 -0.42
C 2.17 0.04 0.04 -0.67
C 0.72 0.12 0.06 0.86
O -0.02 -0.83 -0.15 -0.73
H 2.16 -2.03 -0.43 0.66
O 4.90 -2.40 -0.52 -0.52
C 4.23 -3.59 -0.89 -0.46
C 3.75 -3.57 -2.34 -1.08
H 3.00 -2.79 -2.49 0.34
H 3.31 -4.53 -2.59 0.37
H 4.59 -3.37 -3.00 0.32
H 4.98 -4.37 -0.77 0.36
H 3.40 -3.79 -0.21 0.37
O 6.29 -0.31 -0.10 -0.51
C 7.19 0.74 0.23 -0.48
C 7.32 0.95 1.73 -1.09
H 6.37 1.24 2.17 0.35
H 8.06 1.72 1.93 0.37
H 7.64 0.02 2.20 0.32
H 8.15 0.41 -0.19 0.36
H 6.90 1.67 -0.28 0.35
H 4.91 1.98 0.45 0.35
H 2.84 3.19 0.74 0.24
H -1.66 0.56 0.71 0.34
H -1.51 2.31 1.06 0.48
H -3.62 2.73 -0.39 0.34
H -3.59 2.28 -2.09 0.39
H -3.94 0.43 0.30 0.11
C -7.61 -0.39 -1.25 -1.11
H -8.25 -0.42 -0.37 0.31
H -7.81 0.52 -1.81 0.35
H -7.83 -1.26 -1.88 0.33
H -6.32 -2.40 -0.44 0.44
H -4.71 -1.70 -0.27 0.33
H -5.93 -3.43 1.87 0.29
H -4.39 -2.59 2.04 0.29
H -6.79 -2.26 3.90 0.32
H -5.32 -3.17 4.26 0.38
H -5.25 -1.42 4.07 0.33
```

- Energy relative to the best compared isomer or geometry (same formula, charge and spin): 14.5 kcal per mole
- Lowest unoccupied orbital energy: 0.58 eV
- E_tot: -1398.6567 a.u.
- SMILES string: CCCCN(C)C(=O)CCCCn1c(=O)[nH]c2cc(OCC)c(OCC)cc2c1=O
- Orbital gap: 8.6 eV
- HOMO energy: -8.05 eV

C22H33N4O2 | ωB97M-V/def2-TZVPD

```
61
Properties=species:S:1:pos:R:3:mulliken_charge:R:1
C 1.38 1.48 0.14 -0.82
O 1.12 0.18 0.67 -0.39
C 0.53 -0.71 -0.25 -0.09
C 1.49 -1.79 -0.77 -0.87
C 2.97 -1.37 -0.78 -0.28
C 3.65 -1.58 -2.16 -1.61
C 3.36 -0.40 -3.05 0.48
C 2.21 -0.32 -3.81 -0.21
C 1.94 0.83 -4.59 -0.92
C 2.82 1.88 -4.61 -0.42
C 4.01 1.83 -3.85 0.26
N 4.85 2.91 -3.88 -0.57
C 5.88 2.78 -3.14 0.40
O 6.79 3.87 -3.11 -0.41
C 6.73 4.52 -2.00 0.45
N 6.61 5.07 -1.01 -0.37
C 6.21 1.65 -2.37 -0.23
N 5.43 0.61 -2.33 -0.39
C 4.28 0.69 -3.08 0.54
H 0.82 2.25 0.66 0.26
H 1.19 1.56 -0.93 0.34
H 2.44 1.69 0.29 0.32
H 0.05 -0.20 -1.09 0.35
H -0.28 -1.22 0.29 0.02
H 1.39 -2.67 -0.14 0.42
H 1.18 -2.07 -1.77 0.34
H 3.51 -1.93 -0.04 0.42
H 3.05 -0.31 -0.58 0.12
H 4.71 -1.68 -2.01 0.44
H 3.30 -2.50 -2.63 0.56
H 1.50 -1.13 -3.82 0.47
H 1.04 0.89 -5.18 0.42
H 2.62 2.76 -5.20 0.49
H 7.14 1.64 -1.80 0.47
C -5.15 -2.85 1.85 -1.16
C -5.53 -1.40 1.56 -0.49
C -4.41 -0.46 1.14 -0.69
N -3.46 0.04 2.21 0.37
C -2.65 1.13 1.58 -1.25
C -4.18 0.57 3.42 -0.75
C -4.23 -0.58 4.41 -0.41
C -2.90 -1.30 4.19 -0.99
C -2.52 -1.04 2.73 -0.44
H -4.43 -2.96 2.65 0.21
H -6.04 -3.41 2.14 0.37
H -4.74 -3.33 0.95 0.36
H -6.10 -0.97 2.39 0.25
H -6.23 -1.40 0.72 0.46
H -4.85 0.43 0.70 0.42
H -3.78 -0.93 0.38 0.44
H -3.32 1.94 1.29 0.41
H -2.13 0.72 0.72 0.46
H -1.94 1.49 2.32 0.52
H -3.58 1.39 3.82 0.50
H -5.16 0.96 3.12 0.30
H -5.07 -1.24 4.22 0.17
H -4.34 -0.22 5.43 0.47
H -2.97 -2.37 4.40 0.39
H -2.13 -0.90 4.85 0.40
H -2.60 -1.91 2.08 0.40
H -1.50 -0.65 2.65 0.27
```

- Energy relative to the best compared isomer or geometry (same formula, charge and spin): 3.7 kcal per mole
- Lowest unoccupied orbital energy: -2.39 eV
- E_tot: -1227.3106 a.u.
- Net charge: +1
- Orbital gap: 8.6 eV
- HOMO energy: -11.01 eV

C22H33NO6 | ωB97M-V/def2-TZVPD

```
62
Properties=species:S:1:pos:R:3:mulliken_charge:R:1
C -1.19 -0.50 -3.25 -0.52
O -2.05 -0.26 -2.34 -0.41
C -1.89 -0.75 -1.14 0.39
C -0.90 -1.66 -0.82 0.14
C -0.85 -2.41 0.30 -0.39
C -1.93 -2.09 1.42 -2.13
C -3.06 -1.32 1.25 0.38
C -3.10 -0.59 -0.31 0.19
O -4.27 0.12 -0.63 -0.43
C -4.02 1.38 -0.98 -0.93
H -5.13 2.02 -1.06 0.24
H -3.65 1.58 -2.03 0.22
H -3.49 1.85 -0.35 0.49
O -3.84 -1.01 2.15 -0.34
C -4.99 -0.26 1.92 -1.01
H -4.75 0.77 2.06 0.37
H -5.44 -0.53 3.06 0.25
H -5.69 -0.57 1.32 0.45
H -1.74 -2.35 2.29 0.84
C 0.23 -3.10 0.97 -0.62
H -0.22 -4.01 1.28 0.58
H 0.79 -2.55 1.74 0.48
C 1.13 -3.56 -0.24 -1.02
C 2.10 -2.60 -0.56 0.22
O 2.10 -1.80 -1.97 -0.61
O 3.24 -2.57 0.14 -0.16
C 4.25 -1.89 -0.12 -0.27
H 4.38 -1.41 -1.24 0.26
C 4.04 -0.35 0.62 0.61
O 5.14 0.27 0.89 -0.74
N 2.87 0.24 0.61 0.80
H 2.06 -0.44 0.19 -0.58
C 2.59 1.51 1.13 -0.53
C 1.64 1.32 2.33 -1.43
C 0.22 0.89 2.02 -0.25
C -0.31 2.01 0.95 -1.17
C 0.53 1.80 -0.53 2.27
C -0.16 2.66 -1.18 -1.72
H -1.20 2.34 -1.59 -0.01
H 0.26 2.69 -2.29 0.35
H -0.12 3.61 -0.98 0.72
C 1.78 2.37 0.21 -1.69
C 2.74 2.22 -1.23 -1.54
H 3.82 2.28 -0.93 0.42
H 2.67 1.37 -1.84 0.40
H 2.73 2.99 -1.97 0.46
H 1.93 3.22 0.37 1.87
H 0.70 0.61 -0.68 -0.82
H -0.43 2.94 1.16 1.14
H -1.48 1.50 0.73 -0.32
H -0.34 1.06 2.86 0.83
H 0.30 -0.04 1.65 -0.43
H 2.31 0.87 3.01 0.61
H 1.68 2.38 2.85 0.36
H 3.64 1.84 1.48 0.55
H 5.19 -2.09 0.48 0.35
H 1.66 -4.61 -0.01 0.46
H 0.43 -3.95 -1.09 0.41
H -0.15 -1.69 -1.50 1.35
H -0.10 -0.16 -2.75 0.13
H -1.13 -1.63 -3.68 0.19
H -1.52 0.05 -4.12 0.30
```

- Lowest unoccupied orbital energy: -0.77 eV
- E_tot: -1363.5092 a.u.
- SMILES string: COc1cc(CCC(=O)OCC(=O)N[C@@H]2CCC[C@@H](C)[C@@H]2C)cc(OC)c1OC
- Orbital gap: 7.0 eV
- HOMO energy: -7.78 eV

Question: What is the lowest unoccupied orbital energy in the first record?
Answer: 0.58 eV

Please write out number 1 again, unchanged.
C22H33N3O5 | ωB97M-V/def2-TZVPD

```
63
Properties=species:S:1:pos:R:3:mulliken_charge:R:1
C -5.72 -2.33 3.70 -1.30
C -5.46 -2.51 2.21 -0.33
C -6.01 -1.33 1.40 -0.25
H -7.09 -1.24 1.59 0.36
H -5.54 -0.41 1.74 0.27
C -5.77 -1.52 -0.10 -1.24
N -6.21 -0.39 -0.88 0.17
C -5.45 0.69 -1.21 0.74
O -5.91 1.62 -1.83 -0.70
C -4.00 0.64 -0.77 -0.24
H -3.50 -0.17 -1.31 0.34
C -3.29 1.96 -1.09 -0.93
C -1.77 1.84 -1.04 -0.43
H -1.44 1.05 -1.72 0.30
H -1.32 2.78 -1.36 0.31
C -1.25 1.51 0.36 -1.25
N 0.20 1.37 0.36 0.17
C 0.94 2.51 0.60 0.44
O 0.44 3.59 0.85 -0.67
N 2.30 2.35 0.56 -0.10
C 2.94 1.17 0.29 -0.73
C 4.34 1.09 0.26 -0.48
C 4.96 -0.11 -0.02 1.22
C 4.18 -1.28 -0.28 0.76
C 2.81 -1.18 -0.24 -0.42
C 2.17 0.04 0.04 -0.67
C 0.72 0.12 0.06 0.86
O -0.02 -0.83 -0.15 -0.73
H 2.16 -2.03 -0.43 0.66
O 4.90 -2.40 -0.52 -0.52
C 4.23 -3.59 -0.89 -0.46
C 3.75 -3.57 -2.34 -1.08
H 3.00 -2.79 -2.49 0.34
H 3.31 -4.53 -2.59 0.37
H 4.59 -3.37 -3.00 0.32
H 4.98 -4.37 -0.77 0.36
H 3.40 -3.79 -0.21 0.37
O 6.29 -0.31 -0.10 -0.51
C 7.19 0.74 0.23 -0.48
C 7.32 0.95 1.73 -1.09
H 6.37 1.24 2.17 0.35
H 8.06 1.72 1.93 0.37
H 7.64 0.02 2.20 0.32
H 8.15 0.41 -0.19 0.36
H 6.90 1.67 -0.28 0.35
H 4.91 1.98 0.45 0.35
H 2.84 3.19 0.74 0.24
H -1.66 0.56 0.71 0.34
H -1.51 2.31 1.06 0.48
H -3.62 2.73 -0.39 0.34
H -3.59 2.28 -2.09 0.39
H -3.94 0.43 0.30 0.11
C -7.61 -0.39 -1.25 -1.11
H -8.25 -0.42 -0.37 0.31
H -7.81 0.52 -1.81 0.35
H -7.83 -1.26 -1.88 0.33
H -6.32 -2.40 -0.44 0.44
H -4.71 -1.70 -0.27 0.33
H -5.93 -3.43 1.87 0.29
H -4.39 -2.59 2.04 0.29
H -6.79 -2.26 3.90 0.32
H -5.32 -3.17 4.26 0.38
H -5.25 -1.42 4.07 0.33
```

- Energy relative to the best compared isomer or geometry (same formula, charge and spin): 14.5 kcal per mole
- Lowest unoccupied orbital energy: 0.58 eV
- E_tot: -1398.6567 a.u.
- SMILES string: CCCCN(C)C(=O)CCCCn1c(=O)[nH]c2cc(OCC)c(OCC)cc2c1=O
- Orbital gap: 8.6 eV
- HOMO energy: -8.05 eV

Question: Among the records above, which one has the highest HOMO energy?
Answer: C22H33NO6